A gas-phase ion, C7H9N2 (charge +1) at a distorted geometry. Source: the OMol25 dataset; level of theory: ωB97M-V/def2-TZVPD.

Summary:
Energy above the lowest of the compared OMol25 structures with the same formula, charge and spin: 0.0 kcal/mol
Highest occupied orbital energy: -13.56 eV
2S+1: 1
HOMO-LUMO gap: 10.3 eV
Structure (SMILES): Cn1cc2[n+](c1)C=CC2
LUMO level: -3.263 eV
Net charge: +1

Each line ends with the natural charge from an NBO analysis.
CARTESIAN COORDINATES (ANGSTROEM)
C -0.74 1.06 0.01  -0.0339
C -0.69 -1.14 0.01  0.2379
C 0.56 0.67 0.00  0.1603
C 2.72 -0.16 0.00  -0.1269
C 1.87 -1.19 0.00  -0.0474
C 1.97 1.14 0.00  -0.4885
C -2.94 -0.12 -0.01  -0.4156
N -1.50 -0.08 0.01  -0.2684
N 0.57 -0.70 0.00  -0.2880
H -1.18 2.04 0.01  0.2542
H -1.01 -2.17 0.01  0.2481
H 3.79 -0.21 0.00  0.2535
H 2.07 -2.25 0.00  0.2515
H 2.21 1.75 -0.88  0.2754
H 2.21 1.75 0.88  0.2754
H -3.30 -0.11 -1.03  0.2354
H -3.29 -1.02 0.48  0.2369
H -3.33 0.75 0.51  0.2400

=====

A gas-phase ion, C7H9N2O2 (charge -1) at a distorted geometry. Source: the OMol25 dataset; level of theory: ωB97M-V/def2-TZVPD.

Summary:
Energy above the lowest of the compared OMol25 structures with the same formula, charge and spin: 71.1 kcal/mol
Highest occupied orbital energy: -2.98 eV
2S+1: 1
HOMO-LUMO gap: 6.8 eV
Structure (SMILES): C=c1[n-]c(=C\O)/c(=N/CC)o1
LUMO level: 3.786 eV
Net charge: -1

Each line ends with the natural charge from an NBO analysis.
CARTESIAN COORDINATES (ANGSTROEM)
C 1.89 0.79 0.12  -0.0172
C 0.63 0.03 0.01  0.5560
C 2.68 -1.33 0.15  0.5391
C 3.19 -2.55 0.29  -0.7673
C 2.15 2.08 -0.09  0.0879
C -2.75 0.71 0.45  -0.6036
C -1.74 0.04 -0.40  -0.2300
N 2.98 -0.13 0.23  -0.6602
N -0.57 0.69 -0.07  -0.5893
O 3.53 2.50 -0.13  -0.7241
O 0.93 -1.30 -0.02  -0.6113
H 4.29 -2.85 0.11  0.2122
H 2.52 -3.49 0.32  0.2119
H 1.44 2.88 -0.22  0.1884
H -2.79 0.41 1.47  0.2009
H -2.55 1.83 0.28  0.2139
H -3.81 0.67 0.13  0.1775
H -1.68 -1.06 -0.39  0.1823
H -1.92 0.26 -1.57  0.1444
H 3.95 1.67 -0.32  0.4882

=====

A molecular structure, C7H9N2P at a distorted geometry. Source: the OMol25 dataset; level of theory: ωB97M-V/def2-TZVPD.

Summary:
Energy above the lowest of the compared OMol25 structures with the same formula, charge and spin: 116.6 kcal/mol
Highest occupied orbital energy (alpha / beta): -8.69 / -6.90 eV
2S+1: 1
HOMO-LUMO gap (alpha / beta): 8.0 / 6.0 eV
LUMO level (alpha / beta): -0.696 / -0.857 eV
Net charge: 0

Each line ends with the natural charge from an NBO analysis.
CARTESIAN COORDINATES (ANGSTROEM)
C 1.10 -3.15 -0.28  -0.2444
C 1.82 -1.99 -0.23  -0.2030
C -0.19 -2.95 -0.82  -0.2429
C 0.90 -0.93 -0.71  -0.5713
C -1.10 2.18 0.03  0.1507
C -0.75 3.31 0.99  -0.3589
C -0.34 -1.63 -1.10  -0.2398
N -0.81 0.93 -0.16  -0.8185
N -0.03 2.88 2.11  -0.4527
P -0.05 -0.14 0.75  0.8560
H 1.44 -4.00 0.30  0.2179
H 2.83 -1.82 0.19  0.2286
H -0.83 -3.81 -1.20  0.2283
H 1.29 -0.06 -1.35  0.2687
H -1.70 2.43 -0.86  0.1756
H -0.19 3.96 0.43  0.2143
H -1.80 3.80 1.20  0.2347
H -1.06 -1.10 -1.83  0.2538
H -0.54 2.09 2.53  0.3030

=====

A single C7H9N3 molecule at a distorted geometry. Source: the OMol25 dataset; level of theory: ωB97M-V/def2-TZVPD.

Summary:
Energy above the lowest of the compared OMol25 structures with the same formula, charge and spin: 73.5 kcal/mol
Highest occupied orbital energy: -7.51 eV
2S+1: 1
HOMO-LUMO gap: 7.5 eV
Structure (SMILES): NN1CCC=C2N=CC=C21
LUMO level: 0.003 eV
Net charge: 0

Each line ends with the natural charge from an NBO analysis.
CARTESIAN COORDINATES (ANGSTROEM)
C -1.66 -1.45 0.06  -0.4189
C -0.45 1.87 0.11  -0.0834
C -2.82 -0.66 -0.05  0.1022
C -1.18 0.75 -0.09  0.0694
C -0.60 -0.63 -0.02  0.1816
C 1.08 1.82 0.09  -0.4597
C 1.59 0.42 -0.15  -0.2095
N -2.56 0.63 -0.11  -0.4684
N 0.73 -0.69 0.25  -0.2347
N 1.46 -1.84 -0.08  -0.6678
H -1.59 -2.54 -0.07  0.2117
H -0.81 2.87 0.28  0.2209
H -3.78 -1.08 -0.08  0.1910
H 1.56 2.54 -0.73  0.2277
H 1.55 2.18 0.97  0.2226
H 1.92 0.29 -1.24  0.1935
H 2.48 0.14 0.49  0.1926
H 0.83 -2.62 -0.14  0.3670
H 2.24 -2.00 0.52  0.3620

=====

2 unconnected molecules or ions with the total composition C7H9N3O2 at a distorted geometry. Source: the OMol25 dataset; level of theory: ωB97M-V/def2-TZVPD.

Summary:
Energy above the lowest of the compared OMol25 structures with the same formula, charge and spin: 76.1 kcal/mol
Highest occupied orbital energy: -9.67 eV
2S+1: 1
HOMO-LUMO gap: 9.5 eV
Structure (SMILES): [H]/N=C(/CC)C(=O)O.N#CC=C=N
LUMO level: -0.145 eV
Net charge: 0

Each line ends with the natural charge from an NBO analysis.
CARTESIAN COORDINATES (ANGSTROEM)
C 2.06 -0.63 -0.61  0.5170
C 2.11 0.53 1.38  0.2926
C -0.85 1.55 0.34  0.7157
C -0.87 -1.60 0.49  -0.5993
C -1.96 -0.78 -0.14  -0.4476
C 2.72 -0.48 0.55  -0.5873
C -1.27 0.52 -0.72  0.2320
N 1.50 -0.47 -1.64  -0.5711
N 1.69 1.34 2.04  -0.3736
N -1.07 0.56 -1.95  -0.5999
O 0.03 2.52 -0.20  -0.7357
O -1.27 1.68 1.46  -0.5043
H -0.22 -0.89 1.01  0.2085
H -0.32 -2.19 -0.23  0.1962
H -1.25 -2.29 1.12  0.2192
H -2.42 -1.25 -0.97  0.2240
H -2.62 -0.35 0.59  0.2311
H 3.48 -1.12 0.98  0.2822
H -0.73 1.43 -2.16  0.3540
H 0.70 2.67 0.49  0.5181
H 0.56 -0.76 -1.84  0.4282

=====

A single C7H9N3P2 molecule at a distorted geometry. Source: the OMol25 dataset; level of theory: ωB97M-V/def2-TZVPD.

Summary:
Energy above the lowest of the compared OMol25 structures with the same formula, charge and spin: 0.0 kcal/mol
Highest occupied orbital energy: -8.70 eV
2S+1: 1
HOMO-LUMO gap: 8.6 eV
Structure (SMILES): [H]/P=N/[C@@H](/N=P/N)c1ccccc1
LUMO level: -0.116 eV
Net charge: 0

Each line ends with the natural charge from an NBO analysis.
CARTESIAN COORDINATES (ANGSTROEM)
C -2.86 0.08 -0.60  -0.2069
C -1.89 -0.60 -1.36  -0.1964
C -2.62 0.39 0.67  -0.2004
C -0.62 -0.82 -0.88  -0.2208
C -1.39 0.11 1.21  -0.2066
C -0.38 -0.46 0.42  -0.0270
C 1.01 -0.69 1.03  0.0599
N 1.58 -1.99 0.53  -0.8218
N 1.91 0.34 0.64  -0.9982
N 3.02 2.48 -0.06  -1.1789
P 2.57 -2.12 -0.68  0.7767
P 1.55 1.79 0.32  1.2527
H -3.81 0.31 -0.92  0.2072
H -2.06 -0.53 -2.36  0.2046
H -3.41 0.84 1.28  0.2098
H 0.22 -1.35 -1.37  0.2195
H -1.20 0.46 2.15  0.2045
H 0.95 -0.63 2.19  0.2109
H 3.83 1.96 -0.33  0.4032
H 3.15 3.38 -0.53  0.4032
H 2.71 -3.53 -0.69  -0.0950

=====

A single C7H9N5 molecule at a distorted geometry. Source: the OMol25 dataset; level of theory: ωB97M-V/def2-TZVPD.

Summary:
Energy above the lowest of the compared OMol25 structures with the same formula, charge and spin: 124.3 kcal/mol
Highest occupied orbital energy: -6.87 eV
2S+1: 1
HOMO-LUMO gap: 7.3 eV
LUMO level: 0.466 eV
Net charge: 0

Each line ends with the natural charge from an NBO analysis.
CARTESIAN COORDINATES (ANGSTROEM)
C 3.45 0.58 -0.20  -0.2107
C 2.34 1.35 0.07  -0.2414
C 3.24 -0.78 -0.24  -0.0905
C 1.06 0.75 0.09  0.2911
C -1.60 -0.26 0.23  0.6839
C -2.29 -2.57 0.05  -0.4291
C -2.33 2.02 -0.03  -0.3809
N 2.06 -1.37 0.04  -0.1941
N 0.03 1.51 0.02  -0.4395
N -2.16 -1.24 0.60  -0.3868
N 0.95 -0.69 0.11  -0.3541
N -1.19 0.99 0.03  -0.2132
H 4.45 0.93 -0.22  0.2160
H 2.41 2.42 0.36  0.2213
H 4.15 -1.39 -0.44  0.1893
H -1.31 -3.08 0.01  0.2447
H -2.76 -2.58 -0.91  0.2050
H -3.00 -3.13 0.69  0.2119
H -3.26 1.40 -0.14  0.2107
H -2.30 2.54 0.90  0.2217
H -1.93 2.58 -1.01  0.2448

=====

A single C7H9NO molecule at a distorted geometry. Source: the OMol25 dataset; level of theory: ωB97M-V/def2-TZVPD.

Summary:
Energy above the lowest of the compared OMol25 structures with the same formula, charge and spin: 133.1 kcal/mol
Highest occupied orbital energy: -8.58 eV
2S+1: 1
HOMO-LUMO gap: 9.2 eV
Structure (SMILES): CC1=CCC=CN1C=O
LUMO level: 0.631 eV
Net charge: 0

Each line ends with the natural charge from an NBO analysis.
CARTESIAN COORDINATES (ANGSTROEM)
C 0.75 -1.61 -1.37  -0.6608
C -0.02 -0.35 -0.79  0.1657
C -1.13 0.00 -1.29  -0.2036
C -2.20 0.70 -0.72  -0.5080
C -1.79 1.26 0.53  -0.2065
C -0.60 1.02 1.10  -0.0499
C 1.68 -0.06 1.23  0.5411
H -0.02 -2.31 -1.96  0.2266
H 0.99 -2.37 -0.72  0.2339
H 1.78 -1.28 -1.72  0.2430
H -1.12 -0.36 -2.50  0.2232
H -3.18 0.19 -0.66  0.2384
H -2.57 1.47 -1.60  0.2216
H -2.53 2.28 0.83  0.2276
H -0.25 1.98 1.83  0.2387
H 1.58 0.76 1.94  0.1258
N 0.37 -0.10 0.62  -0.4750
O 2.82 -0.69 1.02  -0.5819

=====

Repeat the fourth record exactly.
A single C7H9N3 molecule at a distorted geometry. Source: the OMol25 dataset; level of theory: ωB97M-V/def2-TZVPD.

Summary:
Energy above the lowest of the compared OMol25 structures with the same formula, charge and spin: 73.5 kcal/mol
Highest occupied orbital energy: -7.51 eV
2S+1: 1
HOMO-LUMO gap: 7.5 eV
Structure (SMILES): NN1CCC=C2N=CC=C21
LUMO level: 0.003 eV
Net charge: 0

Each line ends with the natural charge from an NBO analysis.
CARTESIAN COORDINATES (ANGSTROEM)
C -1.66 -1.45 0.06  -0.4189
C -0.45 1.87 0.11  -0.0834
C -2.82 -0.66 -0.05  0.1022
C -1.18 0.75 -0.09  0.0694
C -0.60 -0.63 -0.02  0.1816
C 1.08 1.82 0.09  -0.4597
C 1.59 0.42 -0.15  -0.2095
N -2.56 0.63 -0.11  -0.4684
N 0.73 -0.69 0.25  -0.2347
N 1.46 -1.84 -0.08  -0.6678
H -1.59 -2.54 -0.07  0.2117
H -0.81 2.87 0.28  0.2209
H -3.78 -1.08 -0.08  0.1910
H 1.56 2.54 -0.73  0.2277
H 1.55 2.18 0.97  0.2226
H 1.92 0.29 -1.24  0.1935
H 2.48 0.14 0.49  0.1926
H 0.83 -2.62 -0.14  0.3670
H 2.24 -2.00 0.52  0.3620

=====

Which value of net charge does entry 8 give? 0